The following is a quantum chemistry calculation of a cluster of 3 separate species, C20H35BINO5S2 in total, from OMol25.

Geometry as XYZ:
```
65
Properties=species:S:1:pos:R:3:forces:R:3
N 4.55343 -3.01794 2.61354 0.2 0.0 -0.2
C 3.79412 -2.42044 1.52899 0.0 0.1 0.1
C 2.38820 -1.84034 1.87089 0.0 0.0 0.0
O 1.95107 -2.26900 3.18373 0.0 0.0 -0.1
C 1.28863 -2.18957 0.84741 0.3 0.0 0.3
B 0.28564 -3.23966 1.47407 0.1 0.0 0.2
C 0.68526 -4.71616 1.88076 -0.2 0.1 -0.5
C 1.76328 -5.38257 1.02874 0.1 0.0 0.1
C 1.91846 -6.87266 1.29657 -0.4 0.1 -0.2
I 2.92354 -7.22414 3.14406 0.1 -0.1 0.1
C -1.19937 -2.82068 1.73789 0.0 0.0 0.1
C -1.70116 -2.90127 3.03854 -0.2 -0.1 0.0
C -3.01326 -2.54888 3.32618 0.1 0.0 0.0
C -3.85787 -2.13079 2.30626 -0.1 0.0 0.2
C -3.37898 -2.04407 1.01096 0.0 0.0 -0.2
C -2.06118 -2.37514 0.73136 0.1 0.1 0.0
H 4.21982 -3.94690 2.83242 -0.2 0.0 0.1
H 4.49680 -2.46150 3.45423 -0.1 0.0 0.1
H 4.38577 -1.59675 1.11903 -0.1 0.0 -0.1
H 3.70799 -3.16106 0.73423 0.0 0.0 0.0
H 2.49488 -0.75371 1.89441 -0.1 0.0 0.0
H 1.94572 -1.50555 3.76529 0.0 0.0 0.0
H 0.77135 -1.26410 0.60657 -0.1 -0.2 -0.3
H 1.76780 -2.59366 -0.05193 -0.1 0.1 -0.1
H -0.22300 -5.32898 1.83019 0.1 0.0 0.2
H 0.99408 -4.66190 2.93036 0.0 -0.1 0.1
H 2.72643 -4.89741 1.18675 0.0 0.0 -0.1
H 1.52075 -5.26296 -0.03404 0.0 0.0 0.0
H 2.45886 -7.38959 0.50852 0.2 0.0 0.2
H 0.93963 -7.33934 1.40624 0.1 0.0 0.0
H -1.05153 -3.24431 3.83701 0.0 0.0 0.0
H -3.36842 -2.61219 4.34751 -0.1 0.0 0.0
H -4.88539 -1.87104 2.52870 0.0 0.0 0.0
H -4.03241 -1.70219 0.21618 0.0 0.0 0.0
H -1.69886 -2.28258 -0.28673 0.0 0.1 0.0
O 0.15278 0.25566 -0.93707 0.0 0.0 0.1
S 1.34379 1.02822 -1.18848 0.1 0.3 -0.2
O 2.38798 1.12370 -0.19502 -0.1 -0.1 0.1
C 2.04457 0.49287 -2.74801 0.0 0.0 -0.2
C 1.34500 1.36721 -3.78314 0.0 0.0 0.0
C 1.31883 2.78270 -3.18954 0.0 -0.1 0.0
C 0.84148 2.66506 -1.73860 0.2 0.0 -0.1
H 1.86471 -0.57342 -2.86498 0.0 0.0 0.1
H 3.11512 0.69262 -2.70921 0.0 0.0 0.0
H 1.86310 1.33696 -4.74083 0.0 0.0 0.0
H 0.32490 1.01024 -3.94046 0.0 0.0 0.0
H 2.32485 3.20658 -3.21691 0.0 0.0 0.0
H 0.66706 3.44967 -3.74932 0.0 0.0 0.0
H 1.29558 3.40497 -1.08702 -0.1 0.0 0.1
H -0.23980 2.71058 -1.66279 0.0 -0.1 0.1
O -2.56536 3.76109 -1.62314 0.1 -0.1 0.0
S -1.99419 5.06969 -1.81399 -0.1 0.3 0.0
O -0.58231 5.22122 -2.06362 0.1 -0.1 0.0
C -2.92028 5.93402 -3.07937 -0.2 0.1 0.0
C -4.02491 6.64976 -2.30875 0.0 0.0 0.1
C -3.35314 7.23671 -1.05946 0.0 0.0 0.0
C -2.48170 6.13290 -0.44729 -0.1 0.2 0.1
H -3.27964 5.20836 -3.80522 0.1 -0.1 0.0
H -2.23828 6.63810 -3.55491 0.0 0.0 0.0
H -4.49526 7.42076 -2.91660 0.0 0.0 0.0
H -4.79647 5.93442 -2.01716 0.0 0.0 0.0
H -2.72833 8.08471 -1.34541 0.0 0.0 0.0
H -4.08504 7.59704 -0.33879 0.0 0.0 0.0
H -1.57973 6.51317 0.02465 0.0 -0.1 0.0
H -3.03537 5.51345 0.25554 0.0 -0.1 0.0
```
Forces are in eV/Å.

Calculated values
SMILES ... NC[C@H](O)CB(CCCI)c1ccccc1.O=S1(=O)CCCC1.O=S1(=O)CCCC1

---

The following is a quantum chemistry calculation of a cluster of 4 separate species, C20H35ClNO9 in total, from OMol25.

Geometry as XYZ:
```
66
Properties=species:S:1:pos:R:3:forces:R:3
C 3.29975 -0.85177 2.50368 -0.8 -0.4 0.6
C 2.74829 0.21022 1.36444 0.5 -0.1 0.2
C 4.03996 1.07639 0.80277 0.0 0.1 0.1
C 1.91571 -0.56739 0.16031 0.9 1.3 0.3
C 0.35319 -0.08870 0.01704 -0.4 -1.6 -2.4
C -0.15599 -0.88616 -1.34845 1.0 -0.5 -0.2
C -1.08230 -2.14017 -0.84046 -0.7 1.0 -2.4
N -0.73187 -2.17995 0.66131 -0.7 -1.0 -1.3
C -0.78634 -0.68612 1.04526 0.0 0.1 1.9
C -0.58406 -0.54876 2.66463 0.1 -0.5 0.4
C -0.99366 0.90168 3.30418 0.2 0.4 0.2
C -1.33282 2.07914 2.21690 0.9 1.4 1.6
Cl -3.11306 2.01243 1.58364 2.0 -0.2 0.4
H 2.77982 -0.62202 3.55218 1.2 -0.6 -2.2
H 4.45883 -0.82724 2.66285 -2.3 0.1 -0.4
H 3.01340 -1.97522 2.22370 0.6 2.4 0.6
H 2.01314 0.96798 1.88690 1.4 -1.5 -1.0
H 5.03082 0.44862 0.97002 -2.1 1.5 -0.3
H 4.09587 2.12668 1.36046 0.0 -2.6 -1.2
H 3.99007 1.30934 -0.34521 -0.1 -0.4 2.2
H 2.07183 -1.72868 0.23618 -0.6 2.1 -0.1
H 2.45534 -0.23728 -0.85225 -1.4 -0.8 2.1
H 0.29926 1.03506 -0.31569 0.0 -2.1 1.4
H 0.71928 -1.42279 -1.91009 -1.4 1.5 1.0
H -0.60731 -0.05206 -2.03376 0.6 -2.1 1.4
H -1.02419 -3.17676 -1.42842 0.6 2.3 1.7
H -2.19329 -1.82976 -1.04915 1.9 -0.7 1.4
H 0.19542 -2.66104 0.86027 -1.2 1.0 -0.5
H -1.47896 -2.80829 1.03014 0.3 0.6 0.4
H -1.91945 -0.45761 0.85164 2.4 0.2 -0.1
H -1.24836 -1.36675 3.22413 1.4 1.6 -1.4
H 0.53634 -0.77051 2.91798 -2.1 0.3 -0.5
H -1.89758 0.80270 4.06355 1.8 0.2 -1.8
H -0.07057 1.26180 3.96777 -2.0 -0.6 -1.6
H -0.55227 2.19012 1.34415 -1.9 -0.5 1.6
H -1.28048 3.10958 2.81840 -0.2 -2.3 -1.4
C -5.15609 -3.41274 -2.12283 -0.7 0.6 -1.3
C -5.25954 -4.90345 -2.11503 -1.0 -0.6 -0.8
O -4.17442 -5.30069 -1.29844 0.9 1.0 1.2
C -3.87810 -4.24181 -0.48936 0.4 -0.3 0.7
O -3.10760 -4.29098 0.45488 -0.8 0.4 -1.5
O -4.55696 -3.12172 -0.87411 1.0 -0.9 1.0
H -6.13264 -2.92798 -2.20660 0.3 0.0 0.1
H -4.50520 -3.04281 -2.92194 -0.3 -0.2 0.3
H -6.19166 -5.25551 -1.66060 0.1 0.0 0.0
H -5.16845 -5.33213 -3.11683 0.1 0.0 0.3
C -2.29538 -0.75788 -4.05742 1.1 -0.3 0.2
C -2.75571 0.56702 -4.57292 0.6 1.0 -0.1
O -3.96394 0.25478 -5.23985 -0.4 -1.0 0.4
C -4.43222 -0.90414 -4.69099 -2.7 -0.6 -0.9
O -5.53724 -1.37219 -4.90902 2.7 1.0 0.7
O -3.50337 -1.46997 -3.86603 -0.5 0.3 -0.4
H -1.74397 -0.67017 -3.11727 -0.5 -0.2 -0.4
H -1.67813 -1.29757 -4.78325 -0.1 0.0 0.0
H -2.96963 1.27762 -3.76757 0.0 -0.1 0.0
H -2.03698 1.01762 -5.26288 -0.3 0.0 0.0
C 4.75849 5.66250 2.40705 -0.9 0.6 0.6
C 6.19537 6.06878 2.34962 0.5 1.0 0.4
O 6.84933 4.89148 1.91554 -0.6 -0.8 -0.5
C 5.91946 4.14156 1.25477 0.9 -1.9 -1.3
O 6.17653 3.14270 0.60372 -0.6 2.3 1.4
O 4.66531 4.65569 1.41680 0.7 -0.5 -0.3
H 4.08201 6.49153 2.18183 0.0 -0.3 -0.1
H 4.48395 5.23199 3.37575 0.0 0.0 -0.1
H 6.37616 6.86389 1.61858 0.0 -0.1 0.1
H 6.57682 6.38787 3.32344 0.1 -0.2 -0.2
```
Forces are in eV/Å.

Calculated values
Total charge ... +1

---

The following is a quantum chemistry calculation of a structure of composition C20H35GaN3O8S2, from OMol25.

Geometry as XYZ:
```
69
Properties=species:S:1:pos:R:3:forces:R:3
C 2.14492 4.65714 1.54142 0.7 0.0 -0.7
C 3.34448 4.07694 0.60042 -1.0 0.4 0.4
O 3.95295 5.14091 -0.20718 -1.0 -0.7 0.3
C 2.74440 2.88992 -0.30136 -0.6 -0.1 1.2
N 3.20406 1.56960 0.21347 -0.3 0.4 -1.5
C 3.74983 0.68440 -0.85070 2.0 0.0 1.2
C 4.39123 -0.63413 -0.15015 -0.2 -0.9 -1.6
O 3.44351 -1.69424 0.06207 1.0 1.5 0.5
Ga 2.38281 -1.37571 1.63910 -0.4 0.8 -0.2
C 0.61592 -0.51454 0.94668 -0.4 0.3 -0.1
C -0.16808 0.32495 2.06956 -0.5 -0.1 -1.3
C -1.40841 1.08768 1.33017 0.8 0.3 -0.9
S -3.05233 0.22952 1.66374 -0.5 0.9 -1.1
C -4.05467 0.35013 0.08405 1.1 0.4 -0.1
S -3.56853 -0.40775 -1.31506 -1.2 1.3 2.0
N -5.31893 1.14768 0.22302 -1.0 -0.3 -0.1
C -6.56650 0.45305 0.47597 -1.7 5.9 0.0
C -7.51551 1.67116 0.58737 2.4 -1.3 -0.4
N -6.87588 2.96694 0.38336 3.5 -5.5 -0.3
C -5.50144 2.57568 0.15954 -2.9 -0.8 0.8
H 2.59616 5.37075 2.32079 -0.9 -0.9 -1.2
H 1.41330 5.18897 0.83372 0.9 -0.6 1.2
H 1.59878 3.80093 2.07194 0.9 1.2 -0.8
H 4.16488 3.74808 1.33110 -1.0 0.2 -1.4
H 3.37705 5.30048 -0.98572 0.4 -0.3 0.7
H 2.91257 3.00847 -1.42427 0.3 0.0 1.6
H 1.59405 2.91935 -0.14397 1.6 0.1 -0.5
H 3.82483 1.64739 1.02623 -0.3 -0.2 -0.8
H 2.99941 0.43417 -1.67185 0.8 0.2 1.4
H 4.64956 1.23493 -1.34062 -1.3 -0.8 0.3
H 5.00406 -0.37745 0.79351 -1.1 0.0 -1.2
H 5.16705 -1.03881 -0.91493 -1.0 0.6 1.0
H 3.15055 -0.18317 2.44001 0.1 -0.2 0.1
H 2.15929 -2.68731 2.52518 0.2 0.0 -0.1
H 0.89903 0.24647 0.11833 -0.4 -1.3 1.2
H -0.02207 -1.36392 0.49552 0.5 1.5 0.7
H -0.56940 -0.35674 2.89907 0.6 1.0 -1.1
H 0.51198 1.15614 2.49585 -1.0 -1.4 -0.5
H -1.44686 2.20883 1.60056 -0.3 -1.8 -0.3
H -1.26085 1.00226 0.18800 -0.1 0.2 1.8
H -6.77156 -0.65939 0.56450 0.8 1.9 -0.2
H -8.62626 1.63838 0.81827 1.7 0.0 -0.4
H -4.65308 3.31777 -0.03055 -1.4 -1.5 0.3
C -1.52531 0.59102 -3.68586 0.0 -0.1 0.1
C -0.29711 1.35493 -4.14099 -0.9 -0.6 0.0
C 1.00966 0.71369 -3.77605 0.3 -0.6 -0.2
O 1.89393 1.83186 -3.76811 -0.3 0.7 0.1
C 1.13630 2.92027 -3.44843 0.3 0.6 0.2
O 1.57840 3.99977 -3.17837 -0.3 -0.6 -0.2
O -0.19167 2.61266 -3.47507 0.8 0.4 0.0
H -1.87304 -0.07951 -4.47577 0.0 0.1 0.0
H -1.31736 -0.02246 -2.80532 0.1 0.2 0.0
H -2.33755 1.27213 -3.42194 0.1 0.0 -0.2
H -0.36296 1.55917 -5.21629 0.1 0.0 0.0
H 1.33331 -0.03380 -4.50224 0.2 0.2 0.0
H 1.01380 0.26802 -2.77561 -0.2 0.0 -0.1
C -1.17575 -7.59011 1.72581 -0.1 -0.2 0.1
C -0.75089 -6.18183 1.35622 -0.2 -1.0 0.0
C 0.38761 -5.63811 2.16897 0.7 0.1 -0.1
O 0.18924 -4.23446 2.05649 -1.0 -0.1 -0.1
C -1.15026 -4.04793 1.87676 0.0 1.1 0.2
O -1.70097 -2.98819 1.92129 0.3 -0.9 0.0
O -1.77979 -5.23888 1.64290 0.1 0.5 0.0
H -0.65540 -8.32212 1.10325 -0.1 0.1 0.0
H -0.94197 -7.82320 2.76832 -0.1 0.1 0.0
H -2.25246 -7.72329 1.59739 0.1 0.1 -0.1
H -0.54496 -6.12479 0.28109 0.1 0.1 0.1
H 1.36439 -5.92485 1.77571 0.0 0.3 0.0
H 0.33450 -5.90595 3.22963 -0.1 -0.2 -0.1
```
Forces are in eV/Å.

Calculated values
Total charge ... -1

---

Number 1: strongest force on any atom 0.5 eV Å⁻¹, E -63482.215 eV, highest occupied orbital energy -8.54 eV. Number 2: strongest force on any atom 2.9 eV Å⁻¹, E -53736.915 eV, highest occupied orbital energy -12.80 eV. Number 3: strongest force on any atom 6.6 eV Å⁻¹, E -116200.174 eV, highest occupied orbital energy -4.54 eV.